Entry from the Open Molecules 2025 dataset: a molecular structure, C34H32BrMoN6O2 (ωB97M-V/def2-TZVPD).

Atoms and positions in Å:
Mo (-0.8849, -0.2845, -0.2193)
C (-1.7590, 2.6499, 0.3247)
N (-2.0589, 1.3262, 0.9264)
C (-1.7224, 1.2511, 2.3628)
C (-1.6173, -0.1972, 2.7338)
C (-1.8095, -0.6640, 4.0166)
C (-1.6883, -2.0238, 4.2706)
C (-1.3905, -2.8878, 3.2260)
C (-1.2117, -2.3643, 1.9650)
N (-1.3204, -1.0438, 1.7197)
C (-3.5096, 1.0312, 0.7883)
C (-3.7939, 0.6448, -0.6256)
C (-4.9992, 0.8768, -1.2490)
C (-5.1753, 0.4376, -2.5550)
C (-4.1304, -0.2133, -3.1923)
C (-2.9476, -0.4107, -2.5123)
N (-2.7709, 0.0121, -1.2399)
C (-0.3709, 2.6893, -0.2485)
C (0.3190, 3.8674, -0.4353)
C (1.5458, 3.8395, -1.0858)
C (2.0509, 2.6274, -1.5361)
C (1.3315, 1.4788, -1.2972)
N (0.1423, 1.5060, -0.6581)
H (-1.9278, 3.4525, 1.0455)
H (-2.4563, 2.8066, -0.5025)
H (-2.4650, 1.7733, 2.9711)
H (-0.7637, 1.7390, 2.5153)
H (-2.0540, 0.0299, 4.8097)
H (-1.8361, -2.4053, 5.2724)
H (-1.2991, -3.9533, 3.3809)
H (-0.9710, -3.0011, 1.1240)
H (-4.1070, 1.8887, 1.1059)
H (-3.7542, 0.1969, 1.4497)
H (-5.7914, 1.3900, -0.7207)
H (-6.1141, 0.6064, -3.0660)
H (-4.2234, -0.5696, -4.2081)
H (-2.1173, -0.9242, -2.9717)
H (-0.1034, 4.8000, -0.0855)
H (2.0976, 4.7568, -1.2444)
H (2.9956, 2.5675, -2.0573)
H (1.6943, 0.5070, -1.6065)
O (0.3354, -5.4866, -1.7116)
C (0.4853, -4.7539, -2.8490)
C (0.7149, -5.3297, -4.0935)
C (0.8796, -4.5214, -5.2026)
C (0.8237, -3.1339, -5.0915)
C (0.5993, -2.5668, -3.8533)
C (0.4193, -3.3666, -2.7265)
C (0.1716, -2.7729, -1.3790)
O (-0.7350, -1.6585, -1.4283)
N (1.3518, -2.2016, -0.8192)
N (1.2224, -1.2316, 0.1853)
C (2.3031, -1.1252, 0.8903)
C (2.7885, -0.2349, 1.8994)
Br (1.7127, 1.2213, 2.4284)
C (4.0201, -0.4774, 2.4175)
C (4.8735, 0.1298, 3.4108)
C (6.1236, -0.4903, 3.5816)
C (7.0381, -0.0126, 4.4994)
C (6.7183, 1.0964, 5.2703)
C (5.4839, 1.7217, 5.1180)
C (4.5670, 1.2506, 4.2004)
H (0.3644, -6.4302, -1.9104)
H (0.7669, -6.4078, -4.1882)
H (1.0585, -4.9777, -6.1668)
H (0.9600, -2.5128, -5.9651)
H (0.5604, -1.4871, -3.7532)
H (-0.3338, -3.5227, -0.7582)
H (2.2183, -2.7133, -0.8653)
H (3.0593, -1.8802, 0.6769)
H (4.4885, -1.3524, 1.9728)
H (6.3751, -1.3583, 2.9841)
H (7.9948, -0.5023, 4.6153)
H (7.4283, 1.4757, 5.9928)
H (5.2398, 2.5831, 5.7243)
H (3.6212, 1.7586, 4.1134)

Force components x, y, z for each atom (eV/Å):
0.57 -0.36 0.14
0.05 -0.01 0.00
-0.06 0.00 0.02
0.15 0.07 -0.06
-0.05 -0.13 0.00
0.03 -0.01 0.02
-0.01 0.02 0.02
0.01 0.00 -0.04
0.03 0.00 0.07
-0.09 0.09 -0.01
-0.01 -0.02 -0.05
0.06 -0.01 -0.04
-0.01 -0.01 0.01
-0.01 0.00 -0.01
0.01 0.00 0.01
-0.04 0.05 0.06
-0.24 0.10 -0.26
0.03 -0.04 0.03
0.01 0.02 0.01
-0.01 0.00 0.00
0.01 -0.01 0.00
0.02 0.02 0.04
-0.12 0.10 -0.07
0.04 0.01 0.00
-0.02 0.02 0.03
-0.04 -0.04 0.00
0.01 0.04 0.05
0.00 0.00 0.00
0.00 0.00 0.00
-0.01 0.00 0.00
-0.02 0.00 0.00
0.01 0.01 0.00
-0.01 0.01 0.00
0.00 0.00 0.00
0.00 0.00 0.00
0.00 0.00 0.00
0.00 0.00 -0.01
0.00 0.00 0.00
0.00 0.00 0.00
0.00 0.00 0.00
-0.02 0.00 -0.01
-0.01 -0.01 0.03
-0.01 0.03 -0.05
-0.01 0.00 0.02
0.00 0.01 -0.01
0.00 -0.02 0.00
0.02 0.03 0.01
0.07 -0.08 0.00
-0.03 0.01 0.09
-0.33 -0.04 0.18
0.18 0.47 -0.46
-0.28 -0.09 0.08
0.37 -0.20 0.28
-0.41 0.13 -0.11
-0.06 0.02 -0.11
0.27 -0.06 0.12
-0.18 -0.06 -0.15
0.09 -0.01 0.04
0.00 -0.03 -0.03
-0.02 -0.01 -0.02
-0.03 0.02 0.00
0.01 0.09 0.08
0.00 0.00 -0.01
0.00 0.00 0.00
0.00 0.00 0.00
0.00 0.00 0.00
0.00 0.00 0.01
0.08 0.03 0.11
0.02 -0.12 0.05
0.00 -0.02 -0.02
-0.01 -0.01 -0.01
-0.01 0.00 -0.01
0.00 0.00 0.00
0.00 0.00 0.00
0.00 0.00 0.00
0.01 -0.02 -0.01

Properties
Spin multiplicity = 3
M = 732.5 g mol⁻¹
F_max = 0.691 eV Å⁻¹
Relative energy (zero: lowest compared OMol25 entry of this formula, charge and spin) = 0.0 kcal per mole
Charge = +3
HOMO level (alpha / beta) = -15.227 / -15.243 eV
Calculated total energy = -120687.6064 eV

Mulliken population analysis, charges in e, atoms 1 to 2: 0.03, -0.89



Entry from the Open Molecules 2025 dataset: a molecular structure, C34H32Cl4F3NO7SSbW in a non-equilibrium geometry (ωB97M-V/def2-TZVPD).

Atoms and positions in Å:
W (-0.7587, -0.8034, 1.1507)
Cl (5.5007, -3.3721, 2.0064)
C (4.1011, -2.3184, 2.2347)
C (4.0900, -1.2171, 3.0660)
Cl (5.5219, -0.8765, 3.9705)
C (2.9501, -0.3708, 3.1438)
Cl (2.8821, 1.1185, 4.0318)
C (1.8523, -0.7354, 2.4673)
O (0.7126, -0.0276, 2.4643)
C (1.8007, -1.8766, 1.6658)
O (0.6613, -2.1931, 1.1006)
C (2.9095, -2.6197, 1.4591)
Cl (2.8804, -3.9794, 0.3782)
F (-5.4130, -3.3753, -2.7725)
C (-4.9637, -2.6798, -1.6411)
F (-5.5605, -1.4544, -1.6018)
F (-5.5037, -3.3435, -0.5666)
C (-3.4429, -2.7094, -1.5382)
C (-2.7415, -3.6308, -2.3051)
C (-1.4080, -3.8936, -2.0349)
C (-0.8671, -3.1869, -0.9969)
N (-1.5291, -2.2838, -0.2998)
C (-2.7738, -1.9345, -0.6049)
S (-3.2126, -0.5185, 0.1634)
H (-3.3890, -4.1885, -3.0139)
H (-0.6964, -4.5861, -2.5481)
H (0.1685, -3.3160, -0.6919)
O (2.9436, -0.6262, -1.3974)
C (2.1098, 0.1417, -2.2316)
C (0.7513, 0.4946, -1.4709)
O (-0.0505, 1.3197, -1.8850)
O (0.6079, -0.2432, -0.4070)
C (1.7148, -0.7582, -3.4299)
C (0.8669, -0.2131, -4.3902)
C (0.4363, -0.9690, -5.4396)
C (0.7630, -2.3030, -5.3507)
C (1.5758, -2.8932, -4.3982)
C (2.0964, -2.1274, -3.4408)
C (2.8523, 1.4584, -2.5045)
C (3.6021, 1.7421, -3.6867)
C (4.4083, 2.8993, -3.7515)
C (4.5206, 3.7221, -2.6519)
C (3.7831, 3.4263, -1.5033)
C (2.9682, 2.2832, -1.4159)
H (2.5196, -0.9189, -0.5619)
H (0.5021, 0.8586, -4.2588)
H (-0.3299, -0.5450, -6.0610)
H (0.3285, -2.9770, -6.1294)
H (1.7489, -3.9614, -4.5436)
H (2.7572, -2.5065, -2.6607)
H (3.5955, 1.0003, -4.4437)
H (5.0544, 2.9513, -4.6764)
H (5.0780, 4.6355, -2.7246)
H (4.0195, 3.9402, -0.5502)
H (2.5937, 1.9896, -0.4492)
C (-2.2358, 3.3167, -0.5828)
C (-1.2313, 3.2737, 0.5711)
Sb (-1.6542, 1.7105, 1.9435)
C (-0.8936, 2.3817, 3.9722)
C (-0.2616, 3.7683, 3.8292)
C (-3.7186, 1.8107, 2.6487)
C (-4.4231, 3.1343, 2.8663)
H (-1.8408, 4.1498, -1.2295)
H (-3.2651, 3.4394, -0.2279)
H (-2.2367, 2.4819, -1.2799)
H (-1.2187, 4.3216, 1.0437)
H (-0.1882, 2.9175, 0.2563)
H (-0.1539, 1.5778, 3.9865)
H (-1.7429, 2.2846, 4.6444)
H (0.6313, 3.7438, 3.1362)
H (0.0512, 4.1467, 4.8037)
H (-0.9518, 4.5450, 3.4826)
H (-3.6564, 1.2567, 3.5517)
H (-4.2680, 1.2483, 1.9013)
H (-3.7496, 3.9989, 3.1522)
H (-5.0852, 3.1332, 3.7487)
H (-4.8023, 3.4501, 1.9127)
C (-1.3938, -3.1199, 4.6343)
O (-1.4619, -2.7799, 3.2337)
C (-1.6812, -1.4695, 2.9611)
O (-2.0709, -0.7081, 3.8706)
H (-2.2853, -3.6879, 4.9477)
H (-1.3826, -2.1700, 5.1407)
H (-0.4179, -3.6035, 4.8085)

Force components x, y, z for each atom (eV/Å):
-0.70 0.41 -0.82
-0.66 0.76 0.36
-0.94 -0.61 -1.20
0.41 -0.01 -0.05
-0.05 0.28 0.16
1.69 -0.05 0.74
0.34 -0.33 0.01
-2.63 0.90 -0.64
-0.02 -0.36 -0.40
-0.23 -0.82 -0.49
-0.29 -0.28 0.48
2.65 -0.64 0.99
-0.14 0.27 0.17
0.41 1.27 1.40
-0.65 -0.43 0.14
0.76 -1.11 -0.65
0.36 0.25 -0.80
-1.27 -0.35 -0.98
-1.44 -0.86 -0.19
0.83 -0.46 -0.65
1.28 -0.26 0.39
0.91 0.72 0.46
-0.05 -0.48 -0.42
-0.07 1.02 1.02
1.04 0.29 0.30
-1.26 0.60 0.18
-0.19 -0.07 -0.04
0.73 -0.14 0.64
-0.77 -0.46 0.30
-0.26 -0.68 0.51
0.55 -0.21 -0.05
0.23 0.89 -0.97
0.28 0.54 0.78
0.36 2.27 1.11
-0.52 -0.57 1.02
-1.20 -1.59 -2.65
-0.91 -1.34 -2.23
0.78 2.33 1.97
0.51 -0.68 -1.48
-0.60 0.72 2.20
0.23 -1.96 -1.45
-0.97 0.24 0.11
0.44 -0.52 1.03
1.32 1.42 -0.07
-0.33 0.55 -0.80
0.70 -1.53 -0.16
0.05 -0.24 -0.72
0.41 0.50 0.64
0.17 0.27 0.47
-0.23 0.20 -0.21
-0.02 -0.34 -0.85
-0.79 0.53 1.18
0.48 0.17 0.19
-0.43 0.06 -0.83
-0.38 0.02 0.11
0.95 0.78 -0.99
0.75 0.49 0.31
-0.52 0.55 2.26
0.31 -0.19 -2.69
0.50 -0.02 -0.04
0.21 0.32 -1.20
1.76 1.52 0.88
-1.08 -0.37 0.48
0.21 0.46 -0.15
0.26 -0.48 0.44
0.31 -1.71 -0.44
-1.37 0.99 0.08
-0.06 0.21 1.00
0.26 -0.07 0.05
-0.95 0.05 0.77
0.38 -0.10 0.10
-0.05 -0.25 -0.27
0.16 -0.77 0.64
-0.29 -0.31 0.23
-0.11 -0.95 -0.29
-0.45 -0.29 -0.89
-1.04 0.28 -0.10
0.13 0.25 -0.28
-0.01 -0.57 0.38
-0.19 1.15 1.37
0.20 -0.89 -1.27
0.58 -0.03 -0.17
-0.11 0.13 0.64
-0.67 -0.27 -0.13

Properties
Spin multiplicity = 3
M = 1103.1 g mol⁻¹
F_max = 3.315 eV Å⁻¹
Relative energy (zero: lowest compared OMol25 entry of this formula, charge and spin) = 22.3 kcal per mole
Charge = -1
HOMO level (alpha / beta) = -4.736 / -5.603 eV
Calculated total energy = -129043.3824 eV

Mulliken population analysis, charges in e, atoms 1 to 2: 1.07, -0.22



Entry from the Open Molecules 2025 dataset: a molecular structure, C34H32Cl5Ge2InP (ωB97M-V/def2-TZVPD).

Atoms and positions in Å:
In (0.7771, 0.8057, 0.4213)
Cl (3.8057, -0.5366, -0.1320)
C (3.8268, 1.1852, 0.0573)
C (2.6332, 1.8628, 0.2486)
C (2.6467, 3.2486, 0.3749)
Cl (1.1584, 4.1028, 0.6079)
C (3.8368, 3.9615, 0.3127)
Cl (3.8288, 5.6630, 0.4670)
C (5.0325, 3.2668, 0.1218)
Cl (6.5015, 4.1233, 0.0403)
C (5.0316, 1.8769, -0.0091)
Cl (6.4909, 1.0280, -0.2545)
C (-3.5353, 0.3937, 0.2021)
P (-1.8907, 1.0885, -0.0572)
C (-1.6694, 1.4718, -1.8018)
C (-0.6253, 2.3294, -2.1708)
C (-0.3584, 2.5732, -3.5091)
C (-1.1237, 1.9500, -4.4900)
C (-2.1571, 1.0960, -4.1297)
C (-2.4305, 0.8526, -2.7889)
C (-1.9447, 2.6333, 0.8671)
C (-2.4180, 3.8259, 0.3225)
C (-2.5070, 4.9550, 1.1239)
C (-2.1471, 4.8931, 2.4676)
C (-1.6910, 3.7036, 3.0190)
C (-1.5835, 2.5765, 2.2161)
H (-4.2430, 1.0877, -0.2581)
H (-3.7179, 0.3371, 1.2744)
H (-3.6312, -0.6015, -0.2324)
H (-0.0503, 2.8601, -1.4151)
H (0.4292, 3.2626, -3.7868)
H (-0.9191, 2.1398, -5.5355)
H (-2.7565, 0.6194, -4.8948)
H (-3.2469, 0.1931, -2.5211)
H (-2.7060, 3.8787, -0.7212)
H (-2.8661, 5.8853, 0.7025)
H (-2.2291, 5.7770, 3.0877)
H (-1.4187, 3.6561, 4.0654)
H (-1.2474, 1.6386, 2.6537)
C (0.7718, -4.3563, 3.2704)
Ge (0.8481, -2.4836, 2.8279)
C (2.5945, -1.6931, 3.0483)
C (-0.5057, -1.3857, 3.6770)
Ge (0.3246, -2.3106, 0.3987)
C (-1.4918, -2.4105, -0.1671)
C (-2.4234, -2.8359, 0.7930)
C (-3.7368, -3.1113, 0.4337)
C (-4.1330, -2.9521, -0.8885)
C (-3.2216, -2.5203, -1.8479)
C (-1.9080, -2.2527, -1.4950)
C (1.5824, -2.5434, -1.0040)
C (1.5030, -1.8838, -2.2380)
C (2.4488, -2.1323, -3.2178)
C (3.4748, -3.0417, -2.9788)
C (3.5682, -3.6945, -1.7567)
C (2.6321, -3.4375, -0.7632)
H (0.9523, -4.4544, 4.3419)
H (1.5428, -4.9084, 2.7360)
H (-0.2028, -4.7826, 3.0392)
H (2.8405, -1.7040, 4.1121)
H (2.6103, -0.6597, 2.7039)
H (3.3578, -2.2512, 2.5093)
H (-0.3952, -1.4769, 4.7598)
H (-1.5180, -1.6824, 3.4103)
H (-0.3609, -0.3367, 3.4109)
H (-2.1200, -2.9830, 1.8216)
H (-4.4420, -3.4645, 1.1753)
H (-5.1525, -3.1782, -1.1766)
H (-3.5333, -2.4188, -2.8804)
H (-1.2064, -1.9620, -2.2646)
H (0.7201, -1.1601, -2.4343)
H (2.3870, -1.6241, -4.1720)
H (4.2103, -3.2365, -3.7493)
H (4.3740, -4.3938, -1.5742)
H (2.7228, -3.9418, 0.1936)

Force components x, y, z for each atom (eV/Å):
-0.16 -0.86 -0.09
-0.01 0.29 0.11
-0.01 0.00 -0.03
-0.34 0.34 0.08
0.12 -0.13 -0.02
-0.05 -0.19 0.05
-0.11 0.13 0.02
0.07 0.02 -0.01
0.13 0.06 -0.02
0.02 0.01 0.00
0.02 -0.14 -0.02
0.11 -0.01 -0.01
0.12 -0.51 -0.01
0.30 0.84 -0.05
0.03 -0.05 -0.09
0.02 -0.02 -0.01
-0.04 -0.01 0.03
-0.01 -0.01 0.03
0.02 0.00 0.01
-0.10 0.03 -0.04
-0.09 0.13 0.11
0.06 0.03 -0.01
0.02 -0.01 0.06
-0.02 0.03 -0.06
0.03 -0.04 -0.06
-0.03 0.06 -0.03
0.03 0.02 0.04
-0.01 0.03 -0.01
-0.05 0.19 0.03
-0.02 0.01 -0.01
-0.01 -0.05 0.02
-0.01 0.00 0.02
0.00 0.03 0.02
0.04 0.02 -0.01
0.01 0.00 0.02
0.01 -0.03 0.02
0.01 -0.03 -0.03
-0.01 0.00 -0.03
0.00 0.01 0.01
-0.04 -0.18 0.15
-0.05 0.05 -0.48
0.19 0.00 0.13
-0.12 0.06 0.18
0.11 0.46 0.41
-0.40 -0.08 0.04
-0.12 0.02 -0.21
0.09 -0.03 0.00
-0.01 -0.07 -0.03
-0.03 -0.06 -0.03
-0.05 -0.18 0.08
0.19 -0.15 -0.28
0.10 -0.17 0.09
0.02 -0.01 -0.01
0.01 0.00 -0.01
-0.01 0.04 0.02
-0.01 0.08 -0.18
-0.01 -0.08 -0.01
-0.01 -0.04 0.01
0.01 -0.04 0.01
0.04 0.02 -0.03
0.05 0.06 0.01
0.03 0.03 0.01
-0.04 0.05 -0.03
0.00 0.04 0.05
-0.01 0.00 0.04
0.01 -0.02 0.02
0.02 0.02 -0.02
0.04 0.01 0.01
0.00 -0.01 0.02
0.00 -0.01 0.00
-0.05 0.02 -0.02
0.02 0.00 0.03
-0.03 0.00 0.03
-0.03 0.01 -0.01
-0.01 0.00 -0.01

Properties
Spin multiplicity = 2
M = 908.9 g mol⁻¹
F_max = 0.893 eV Å⁻¹
Charge = +2
HOMO level (alpha / beta) = -13.233 / -13.941 eV
Calculated total energy = -225868.6360 eV

Mulliken population analysis, charges in e, atoms 1 to 2: 0.25, -0.01



Question: Which value of F_max does entry 2 give?
Answer: 3.315 eV Å⁻¹



Question: M of number 1 (C34H32BrMoN6O2)?
Answer: 732.5 g mol⁻¹